DFT (the ωB97M-V functional and the def2-TZVPD basis) results for 2 unconnected molecules or ions with the total composition C9H12F2N2O2 at a distorted geometry.

Properties
Structure (SMILES): C[C@H](F)CN(F)C(=O)O.c1ccncc1
Energy above the lowest of the compared OMol25 structures with the same formula, charge and spin, eV: 0.000
HOMO energy, hartree: -0.36765

```
! wB97M-V def2-TZVPD RIJCOSX def2/J DEFGRID3
* xyz 0 1
F 1.6439 0.2975 -1.9477
F 2.4144 -1.9583 0.9967
O 4.1615 1.1704 -1.6689
O 3.4110 1.9356 0.3157
N 2.3187 0.1758 -0.7256
N -2.1557 -0.4246 -0.2169
C 3.3039 1.1761 -0.6214
C 1.8625 -0.7906 1.5085
C -2.9623 0.5321 0.2382
C 2.8619 -0.1456 2.4619
C -2.5907 -1.1488 -1.2462
C -4.6476 0.0416 -1.3682
C -3.8207 -0.9567 -1.8555
C 1.3664 0.0753 0.3630
C -4.2113 0.8040 -0.2973
H -4.1201 -1.5747 -2.6903
H -2.5829 1.1082 1.0751
H 0.9760 -1.0673 2.0759
H 4.2853 0.2544 -1.9294
H 2.7884 0.9328 2.4758
H 3.8658 -0.4732 2.2164
H -1.9146 -1.9209 -1.5964
H 1.0337 1.0482 0.7200
H -4.8238 1.5935 0.1153
H 0.4891 -0.4068 -0.0530
H 2.6631 -0.5011 3.4701
H -5.6160 0.2231 -1.8158
*
```

DFT (the ωB97M-V functional and the def2-TZVPD basis) results for a single C9H12FP molecule at a distorted geometry.

Properties
Structure (SMILES): CC/P=C1/C=CC=C[C@@H]1CF
Energy above the lowest of the compared OMol25 structures with the same formula, charge and spin, eV: 0.103
HOMO energy (spin up / spin down), hartree: -0.27895 / -0.27893

```
! wB97M-V def2-TZVPD RIJCOSX def2/J DEFGRID3
* xyz 0 1
P 0.7896 -1.4875 -1.3667
F -1.4752 2.5923 -0.6399
C -2.8077 -0.2853 -0.4609
C -1.4233 0.5491 1.3072
C -0.2542 2.2483 -0.1511
C -2.6222 0.1508 0.8400
C 2.3556 -0.8484 -0.6462
C -1.6969 -0.6447 -1.2716
C -0.3647 -0.3718 -0.7346
C 2.8520 -1.6105 0.5175
C -0.1789 0.7410 0.3599
H -1.7942 -1.1297 -2.2375
H -3.3789 0.0316 1.5999
H -3.8455 -0.4997 -0.8550
H 2.1484 -1.4796 1.4677
H 3.0250 -2.6057 0.2677
H 0.7009 0.5739 0.9137
H 3.1880 -0.9524 -1.4349
H -1.3072 0.8478 2.2467
H 3.8016 -1.2842 0.8139
H -0.1474 2.7534 0.7251
H 1.9920 0.1439 -0.3199
H 0.4432 2.5676 -0.9409
*
```

DFT (the ωB97M-V functional and the def2-TZVPD basis) results for a molecular structure, C9H12N13O4Os.

Properties
Energy above the lowest of the compared OMol25 structures with the same formula, charge and spin, eV: 1.149
HOMO energy (spin up / spin down), hartree: -0.47072 / -0.47077

```
! wB97M-V def2-TZVPD RIJCOSX def2/J DEFGRID3
* xyz 1 1
Os 0.0579 -0.5535 0.3988
O -2.4159 -0.0865 -4.9146
O -1.5366 -1.9360 -3.0254
O -2.3878 2.1295 -5.0227
O -0.8602 -1.7370 -0.8948
N -1.1788 1.8796 3.5152
N 1.7566 -0.6680 -0.9022
N -0.5267 0.8029 -1.1038
N -0.9694 -0.4910 3.6500
N -0.4568 -1.8926 1.7588
N -0.9741 2.7589 2.5397
N -0.5661 -3.2485 1.5428
N -0.9471 -3.7749 2.6310
N -0.6297 0.8416 1.6750
N 1.7237 0.0341 1.6595
N -0.6344 2.1229 -1.2744
N -0.6276 2.1821 1.4469
N -1.1715 -2.8515 3.6010
C -1.2011 2.3992 -2.4567
C -1.0501 0.2253 -2.1844
C -0.9409 0.6984 2.9788
C 3.0303 -0.1282 -0.3378
C 3.0223 -0.4732 1.1360
C -1.4859 1.1976 -3.0882
C -0.8612 -1.7150 3.0507
C -2.1277 1.1156 -4.4416
C -1.1601 -1.2627 -2.1042
H 1.7688 1.0414 1.8153
H 3.0134 0.9536 -0.4705
H -0.4430 2.7022 -0.4555
H 3.0475 -1.5525 1.2850
H 3.8734 -0.5481 -0.8820
H -1.3400 -0.4787 4.5919
H 3.8367 -0.0111 1.6909
H 1.5510 -0.2219 -1.7956
H 1.5518 -0.3755 2.5768
H -1.4081 3.4065 -2.7779
H -2.1910 -0.8200 -4.3080
H 1.8585 -1.6649 -1.1039
*
```

DFT (the ωB97M-V functional and the def2-TZVPD basis) results for a molecular structure, C9H12N16O3RuSbSe4.

Properties
Energy above the lowest of the compared OMol25 structures with the same formula, charge and spin, eV: 1.675
HOMO energy (spin up / spin down), hartree: -0.06434 / -0.06380

```
! wB97M-V def2-TZVPD RIJCOSX def2/J DEFGRID3
* xyz -2 2
Sb -3.3655 0.0905 4.4422
Ru 0.8428 0.2091 0.3596
Se -0.6794 0.6648 3.8061
Se -2.8474 -2.3042 4.9739
Se -3.7136 1.1808 6.5807
Se -0.8172 1.3746 1.6447
O 1.9911 -1.5327 -0.5157
O -3.5061 0.3013 -5.2647
O 1.6190 -3.5281 0.2964
N -1.6661 1.3052 -6.1075
N 2.5974 -0.9193 2.6539
N 0.3531 -1.7438 0.8298
N -1.5307 -2.3404 2.0616
N -2.4062 -1.8536 1.0817
N 1.7446 1.9831 -0.2629
N 1.3614 2.7701 -1.2960
N 3.1410 3.6673 -0.4438
N 0.5289 -2.8217 2.9062
N 2.3224 0.1195 1.8328
N 1.3636 -2.3497 0.2228
N 2.1905 3.7517 -1.3942
N -0.3123 0.2683 -1.3758
N 3.7218 -0.7101 3.2441
N 3.5520 2.1238 1.3130
N 4.2484 0.4531 2.8407
C -2.3629 0.6816 -5.1084
C -2.3327 0.3706 -2.6466
C 2.8284 2.5705 0.2301
C -0.2302 -2.3393 1.9230
C 3.3654 0.9310 1.9746
C -1.6485 0.2610 -1.4490
C -1.6156 0.4961 -3.8238
C 0.3761 0.3464 -2.5206
C -0.2308 0.4619 -3.7555
H -0.8697 1.8715 -5.8717
H -3.4131 0.3740 -2.6640
H 1.4511 0.3303 -2.4227
H -2.8713 -1.0505 1.5043
H -2.2016 1.5728 -6.9156
H -1.9423 -2.4761 3.0312
H -3.1175 -2.5636 0.9419
H -2.1659 0.1701 -0.5073
H 1.4239 -2.3033 2.9826
H 4.3924 2.6284 1.5291
H 0.3915 0.5111 -4.6383
H 0.0398 -3.0040 3.7772
*
```

Question: Number 1 is which compound?
Answer: C9H12F2N2O2